13
Properties=species:S:1:pos:R:3:forces:R:3 method="wB97M-V/def2-TZVPD" lumo_energy_ev=-1.62 smiles="N#CC(=O)n1ncnn1.O" homo_lumo_gap_ev=9.4632 e_above_lowest_kcal_mol=0.00 energy_ev=-14701.65144
N 1.824061 0.636861 0.644997 -2.99 1.23 -1.20
C 0.837749 1.100358 0.196047 2.42 -0.53 2.70
C -0.270268 2.093326 0.240905 -0.06 0.16 0.10
O -0.102773 3.267037 0.158618 0.12 -0.46 -0.26
N -1.545199 1.529087 0.507737 0.07 0.03 0.24
N -2.677222 2.208101 0.431919 -0.51 0.33 -0.40
C -3.568591 1.277781 0.678743 0.18 0.19 0.04
N -2.980842 0.072987 0.938707 0.02 -0.05 0.38
N -1.714545 0.260782 0.862865 0.04 -0.63 -0.54
H -4.642087 1.442434 0.685225 0.40 -0.03 -0.01
O 1.998266 0.149492 -1.977560 1.85 -0.76 2.56
H 1.950845 1.060281 -2.293902 0.51 -0.07 0.40
H 2.551276 0.103214 -1.040523 -2.04 0.59 -4.01